Formula: C5H6O
Source: OMol25
Level of theory: the ωB97M-V functional and the def2-TZVPD basis

```
12
Properties=species:S:1:pos:R:3:lowdin_charge:R:1
C 2.332 0.787 -0.511 0.02
C 1.514 -0.183 -0.202 -0.06
C 0.675 -1.143 0.091 -0.16
O -0.626 -1.131 -0.397 -0.10
C -1.519 -0.485 0.431 -0.24
C -2.167 0.600 0.033 0.04
H 2.434 1.656 0.137 0.06
H 2.928 0.761 -1.421 0.06
H 0.937 -2.005 0.704 0.12
H -1.637 -0.953 1.411 0.12
H -2.899 1.080 0.676 0.06
H -1.972 1.016 -0.952 0.07
```

Computed properties:
E_HOMO = -9.5895 eV
SMILES = C=C=COC=C
orbital gap = 10.66 eV
lowest unoccupied orbital energy = 1.071 eV
energy relative to the best compared isomer or geometry (same formula, charge and spin) = 272.3 kJ/mol
E = -7326.46281 eV